61
Properties=species:S:1:pos:R:3 method="wB97M-V/def2-TZVPD" largest_force_ev_per_a=0.8 lumo_ev="-7.636 / -7.661" charge=+2 homo_ev="-13.4 / -13.4" spin_multiplicity=1 energy_ev=-43963.453
Mo 0.47 -0.11 0.28
C 1.47 -3.14 0.13
O 0.33 -2.23 0.20
C -0.89 -2.76 -0.28
C -1.18 -4.11 -0.28
C -2.41 -4.51 -0.78
C -3.32 -3.59 -1.25
C -3.03 -2.24 -1.24
C -1.79 -1.81 -0.76
N -1.38 -0.44 -0.69
N -2.27 0.37 -1.10
C -2.13 1.72 -1.05
C -1.06 2.38 -0.43
O -0.07 1.62 0.07
C -0.99 3.76 -0.30
C -2.02 4.50 -0.82
C -3.13 3.91 -1.47
C -4.17 4.72 -1.99
C -5.24 4.15 -2.62
C -5.31 2.75 -2.75
C -4.32 1.94 -2.25
C -3.21 2.51 -1.60
H 1.49 -3.60 -0.86
H 1.37 -3.89 0.91
H 2.36 -2.54 0.29
H -0.48 -4.84 0.09
H -2.65 -5.57 -0.78
H -4.28 -3.92 -1.63
H -3.73 -1.51 -1.60
H -0.14 4.22 0.18
H -1.99 5.58 -0.73
H -4.10 5.80 -1.89
H -6.03 4.77 -3.02
H -6.16 2.31 -3.25
H -4.39 0.87 -2.37
C 3.00 -0.01 -3.27
C 4.26 0.02 -2.71
C 4.42 -0.01 -1.32
C 3.29 -0.07 -0.52
C 2.00 -0.11 -1.09
C 1.86 -0.08 -2.47
C 3.34 -0.14 0.95
C 4.49 0.01 1.74
C 4.37 -0.07 3.10
C 3.13 -0.31 3.72
C 2.97 -0.42 5.12
C 1.74 -0.68 5.66
C 0.63 -0.85 4.82
C 0.75 -0.75 3.46
C 2.00 -0.47 2.89
N 2.14 -0.35 1.52
H 2.89 0.01 -4.35
H 5.13 0.07 -3.34
H 5.41 0.02 -0.90
H 0.88 -0.11 -2.92
H 5.44 0.20 1.27
H 5.25 0.06 3.73
H 3.84 -0.29 5.75
H 1.62 -0.76 6.73
H -0.34 -1.07 5.26
H -0.13 -0.93 2.83

=====

75
Properties=species:S:1:pos:R:3 method="wB97M-V/def2-TZVPD" largest_force_ev_per_a=1.4 lumo_ev=2.533 de_lowest_kcal_mol=26.3 charge=-1 homo_ev=-4.6 spin_multiplicity=1 energy_ev=-62986.615
Pt -1.09 -0.35 -0.44
O -1.16 -1.43 1.36
C 0.02 -1.66 2.02
C 1.08 -2.27 1.06
C 1.76 -1.26 0.21
C 3.09 -0.88 0.39
C 3.65 0.05 -0.46
C 2.89 0.56 -1.50
C 1.57 0.16 -1.63
C 0.68 0.69 -2.71
C -0.10 1.92 -2.22
O -0.82 1.60 -1.07
C -1.09 2.39 -3.30
C -1.56 3.70 -3.27
C -2.57 4.13 -4.12
C -3.15 3.24 -5.02
C -2.71 1.92 -5.05
C -1.69 1.50 -4.20
C 0.93 3.02 -1.91
C 1.55 3.76 -2.92
C 2.53 4.69 -2.61
C 2.92 4.88 -1.28
C 2.31 4.14 -0.28
C 1.32 3.22 -0.59
N 1.02 -0.70 -0.77
C 0.61 -0.39 2.66
C 1.82 -0.39 3.35
C 2.34 0.77 3.90
C 1.65 1.97 3.76
C 0.45 1.99 3.07
C -0.07 0.82 2.52
C -0.28 -2.75 3.09
C -0.07 -2.61 4.46
C -0.46 -3.62 5.34
C -1.07 -4.77 4.87
C -1.28 -4.91 3.50
C -0.89 -3.92 2.63
H 1.82 -2.85 1.62
H 0.52 -2.94 0.39
H 3.66 -1.33 1.19
H 4.68 0.35 -0.34
H 3.31 1.27 -2.20
H 1.25 0.93 -3.61
H -0.05 -0.08 -2.92
H -1.15 4.39 -2.55
H -2.92 5.16 -4.07
H -3.95 3.56 -5.68
H -3.17 1.21 -5.73
H -1.40 0.46 -4.22
H 1.25 3.61 -3.95
H 2.99 5.27 -3.40
H 3.69 5.61 -1.04
H 2.61 4.28 0.76
H 0.83 2.64 0.18
H 2.37 -1.32 3.46
H 3.28 0.74 4.43
H 2.05 2.88 4.21
H -0.09 2.92 2.96
H -1.00 0.84 1.97
H 0.37 -1.71 4.86
H -0.28 -3.49 6.40
H -1.41 -5.53 5.56
H -1.77 -5.80 3.12
H -1.07 -4.03 1.57
S -3.31 0.34 -0.88
C -4.44 -0.81 -0.36
N -5.26 -1.56 -0.02
N -2.02 -5.45 -0.60
C -1.75 -4.09 -0.77
N -2.71 -3.26 -0.30
O -0.70 -3.73 -1.28
H -2.97 -5.74 -0.47
H -1.43 -6.06 -1.13
H -3.50 -3.60 0.21
H -2.49 -2.28 -0.17

=====

32
Properties=species:S:1:pos:R:3 method="wB97M-V/def2-TZVPD" largest_force_ev_per_a=3.6 lumo_ev=0.452 de_lowest_kcal_mol=0.0 homo_ev=-7.8 smiles="S=C1CC(N2CCCC2)=Nc2ccccc2N1" spin_multiplicity=1 energy_ev=-29030.062
S 2.25 2.66 0.34
N -0.69 -0.38 -0.45
C 1.61 1.47 -0.62
C 0.38 -0.29 0.32
C -1.57 -0.75 -3.98
C -0.94 0.30 -4.58
C -1.44 -0.99 -2.59
C -0.10 1.10 -3.81
C -0.63 -0.15 -1.82
C 0.07 0.90 -2.47
N 0.88 1.81 -1.73
N 0.13 -0.52 1.68
C 1.73 0.05 -0.21
C 1.13 -0.18 2.73
C -1.20 -0.82 2.20
C 0.45 -0.57 4.02
C -1.05 -0.61 3.70
H -2.17 -1.37 -4.61
H -0.96 0.43 -5.66
H -1.95 -1.82 -2.14
H 0.42 1.93 -4.27
H 0.86 2.80 -1.98
H 1.94 -0.60 -1.06
H 2.52 -0.07 0.52
H 1.31 0.89 2.69
H 2.08 -0.73 2.63
H -1.46 -1.89 1.95
H -2.00 -0.16 1.79
H 0.82 -1.55 4.29
H 0.69 0.08 4.87
H -1.62 -1.37 4.29
H -1.47 0.38 3.94